# C40H85N3O13

A cluster of 5 separate species, C40H85N3O13 in total at a distorted geometry (the ωB97M-V functional and the def2-TZVPD basis, the OMol25 dataset).

Calculated values
Multiplicity   1
Strongest force on any atom   9.9 eV/Å
HOMO energy   -7.449 eV
Gap between HOMO and LUMO   7.869 eV
E   -2716.66618 a.u.
Total charge   0

Each atom is followed by the atoms it is bonded to, with distances in Å.
CARTESIAN COORDINATES (ANGSTROEM)
1 C -3.85 1.87 3.75  C2 1.428, H21 1.185
2 C -4.40 1.95 2.44  C1 1.428, C3 1.659
3 C -5.32 2.37 1.12  C2 1.659, O4 1.483, C9 1.675, H22 1.175
4 O -6.26 1.31 0.69  C3 1.483, C5 1.470
5 C -7.04 0.79 1.83  O4 1.470, C6 1.656, H23 1.170, H24 1.193
6 C -6.49 -0.72 2.22  C5 1.656, C7 1.672, H25 1.193, H26 1.175
7 C -6.19 -1.58 0.81  C6 1.672, C8 1.498, H27 1.178
8 C -5.13 -2.64 0.70  C7 1.498, H28 1.182, H29 1.175
9 C -4.33 2.62 -0.21  C3 1.675, N10 1.547, N11 1.487, N15 1.501
10 N -4.09 1.18 -0.72  C9 1.547, H30 1.042, H31 1.042
11 N -2.97 3.15 0.12  C9 1.487, C12 1.352
12 C -2.91 4.40 0.62  N11 1.352, C13 1.677, C14 1.625
13 C -1.36 4.93 0.99  C12 1.677, H32 1.192, H33 1.189, H34 1.176
14 C -4.08 5.50 0.90  C12 1.625, H35 1.166, H36 1.194, H37 1.193
15 N -5.11 3.30 -1.29  C9 1.501, C16 1.503, H38 1.044
16 C -4.29 3.83 -2.43  N15 1.503, C17 1.658, H39 1.195, H40 1.170
17 C -3.90 2.70 -3.58  C16 1.658, C18 1.639, H41 1.194, H42 1.193
18 C -2.32 2.27 -3.59  C17 1.639, C19 1.638, C20 1.673, H43 1.169
19 C -1.25 3.50 -3.75  C18 1.638, H44 1.170, H45 1.193, H46 1.193
20 C -2.11 1.31 -4.95  C18 1.673, H47 1.171, H48 1.174, H49 1.186
21 H -3.39 1.86 4.84  C1 1.185
22 H -5.93 3.36 1.30  C3 1.175
23 H -7.14 1.51 2.74  C5 1.170
24 H -8.15 0.62 1.41  C5 1.193
25 H -5.43 -0.66 2.76  C6 1.193
26 H -7.25 -1.35 2.86  C6 1.175
27 H -6.84 -1.36 -0.14  C7 1.178
28 H -5.36 -3.78 0.50  C8 1.182
29 H -4.02 -2.27 0.76  C8 1.175
30 H -4.71 0.98 -1.54  N10 1.042
31 H -3.08 1.01 -0.91  N10 1.042
32 H -0.58 4.06 0.74  C13 1.192
33 H -1.08 5.81 0.24  C13 1.189
34 H -1.29 5.32 2.10  C13 1.176
35 H -5.12 5.30 0.42  C14 1.166
36 H -4.26 5.50 2.08  C14 1.194
37 H -3.71 6.60 0.64  C14 1.193
38 H -5.96 2.78 -1.59  N15 1.044
39 H -4.99 4.61 -3.00  C16 1.195
40 H -3.33 4.43 -2.14  C16 1.170
41 H -4.10 3.22 -4.64  C17 1.194
42 H -4.63 1.76 -3.57  C17 1.193
43 H -1.97 1.61 -2.69  C18 1.169
44 H -1.59 4.37 -4.46  C19 1.170
45 H -1.05 3.91 -2.65  C19 1.193
46 H -0.21 3.04 -4.10  C19 1.193
47 H -0.98 1.02 -5.06  C20 1.171
48 H -2.57 1.87 -5.87  C20 1.174
49 H -2.75 0.33 -4.75  C20 1.186
50 C 2.04 -2.93 6.94  O51 1.419, H59 1.093, H60 1.095, H61 1.094
51 O 0.88 -2.46 6.28  C50 1.419, C52 1.426
52 C 0.11 -1.56 7.09  O51 1.426, C53 1.534, H62 1.094, H63 1.096
53 C -0.57 -0.50 6.22  C52 1.534, O54 1.433, H64 1.097, H65 1.089
54 O 0.33 0.50 5.72  C53 1.433, C55 1.434
55 C 1.25 0.08 4.71  O54 1.434, C56 1.536, H66 1.089, H67 1.096
56 C 0.59 -0.20 3.35  C55 1.536, O57 1.433, H68 1.094, H69 1.091
57 O -0.12 -1.45 3.39  C56 1.433, C58 1.419
58 C -1.27 -1.44 2.57  O57 1.419, H70 1.095, H71 1.094, H72 1.090
59 H 1.77 -3.62 7.75  C50 1.093
60 H 2.65 -3.47 6.21  C50 1.095
61 H 2.64 -2.10 7.33  C50 1.094
62 H 0.74 -1.07 7.84  C52 1.094
63 H -0.65 -2.16 7.60  C52 1.096
64 H -1.28 0.04 6.85  C53 1.097
65 H -1.15 -0.95 5.41  C53 1.089
66 H 1.86 -0.76 5.05  C55 1.089
67 H 1.94 0.92 4.57  C55 1.096
68 H 1.37 -0.30 2.58  C56 1.094
69 H -0.07 0.62 3.09  C56 1.091
70 H -1.91 -0.58 2.80  C58 1.095
71 H -1.84 -2.35 2.77  C58 1.094
72 H -0.98 -1.43 1.52  C58 1.090
73 C 3.56 4.19 2.68  O74 1.419, H82 1.093, H83 1.095, H84 1.094
74 O 4.65 4.09 3.59  C73 1.419, C75 1.426
75 C 4.33 3.34 4.76  O74 1.426, C76 1.534, H85 1.094, H86 1.096
76 C 5.56 2.57 5.26  C75 1.534, O77 1.433, H87 1.097, H88 1.089
77 O 5.89 1.43 4.47  C76 1.433, C78 1.434
78 C 6.43 1.70 3.17  O77 1.434, C79 1.536, H89 1.089, H90 1.096
79 C 7.86 2.26 3.20  C78 1.536, O80 1.433, H91 1.094, H92 1.091
80 O 7.84 3.64 3.61  C79 1.433, C81 1.419
81 C 9.00 4.00 4.35  O80 1.419, H93 1.095, H94 1.094, H95 1.090
82 H 2.79 4.85 3.09  C73 1.093
83 H 3.93 4.62 1.75  C73 1.095
84 H 3.15 3.20 2.46  C73 1.094
85 H 3.51 2.64 4.57  C75 1.094
86 H 4.01 4.06 5.52  C75 1.096
87 H 5.31 2.18 6.26  C76 1.097
88 H 6.42 3.23 5.40  C76 1.089
89 H 5.76 2.32 2.58  C78 1.089
90 H 6.48 0.73 2.66  C78 1.096
91 H 8.29 2.23 2.19  C79 1.094
92 H 8.48 1.66 3.87  C79 1.091
93 H 9.16 3.31 5.18  C81 1.095
94 H 8.84 5.00 4.75  C81 1.094
95 H 9.87 4.01 3.69  C81 1.090
96 C 4.27 -0.16 0.21  O97 1.419, H105 1.093, H106 1.095, H107 1.094
97 O 4.40 -1.52 0.57  C96 1.419, C98 1.426
98 C 3.15 -2.11 0.95  O97 1.426, C99 1.534, H108 1.094, H109 1.096
99 C 3.12 -3.59 0.54  C98 1.534, O100 1.433, H110 1.097, H111 1.089
100 O 2.94 -3.80 -0.86  C99 1.433, C101 1.434
101 C 4.06 -3.47 -1.70  O100 1.434, C102 1.536, H112 1.089, H113 1.096
102 C 5.24 -4.44 -1.57  C101 1.536, O103 1.433, H114 1.094, H115 1.091
103 O 5.93 -4.20 -0.33  C102 1.433, C104 1.419
104 C 6.49 -5.39 0.21  O103 1.419, H116 1.095, H117 1.094, H118 1.090
105 H 4.05 0.45 1.10  C96 1.093
106 H 5.21 0.17 -0.22  C96 1.095
107 H 3.48 -0.02 -0.54  C96 1.094
108 H 2.31 -1.59 0.49  C98 1.094
109 H 3.07 -2.03 2.04  C98 1.096
110 H 2.24 -4.04 1.02  C99 1.097
111 H 3.98 -4.14 0.92  C99 1.089
112 H 4.36 -2.43 -1.56  C101 1.089
113 H 3.68 -3.55 -2.73  C101 1.096
114 H 5.95 -4.26 -2.38  C102 1.094
115 H 4.88 -5.47 -1.62  C102 1.091
116 H 5.73 -6.17 0.30  C104 1.095
117 H 6.86 -5.16 1.21  C104 1.094
118 H 7.32 -5.74 -0.41  C104 1.090
119 C -0.81 -5.18 -5.75  O120 1.419, H128 1.093, H129 1.095, H130 1.094
120 O -1.97 -4.71 -6.41  C119 1.419, C121 1.426
121 C -2.74 -3.81 -5.60  O120 1.426, C122 1.534, H131 1.094, H132 1.096
122 C -3.42 -2.75 -6.47  C121 1.534, O123 1.433, H133 1.097, H134 1.089
123 O -2.52 -1.75 -6.97  C122 1.433, C124 1.434
124 C -1.60 -2.17 -7.98  O123 1.434, C125 1.536, H135 1.089, H136 1.096
125 C -2.26 -2.45 -9.34  C124 1.536, O126 1.433, H137 1.094, H138 1.091
126 O -2.97 -3.70 -9.30  C125 1.433, C127 1.419
127 C -4.12 -3.69 -10.12  O126 1.419, H139 1.095, H140 1.094, H141 1.090
128 H -1.08 -5.87 -4.94  C119 1.093
129 H -0.20 -5.72 -6.48  C119 1.095
130 H -0.22 -4.35 -5.36  C119 1.094
131 H -2.11 -3.32 -4.85  C121 1.094
132 H -3.50 -4.41 -5.09  C121 1.096
133 H -4.13 -2.21 -5.84  C122 1.097
134 H -4.00 -3.20 -7.28  C122 1.089
135 H -0.99 -3.01 -7.64  C124 1.089
136 H -0.91 -1.33 -8.12  C124 1.096
137 H -1.48 -2.55 -10.11  C125 1.094
138 H -2.92 -1.63 -9.60  C125 1.091
139 H -4.76 -2.84 -9.89  C127 1.095
140 H -4.69 -4.61 -9.92  C127 1.094
141 H -3.83 -3.68 -11.17  C127 1.090